# 1
Density functional theory data (wB97M-V/def2-TZVPD) for a molecular structure, C6H10 in a non-equilibrium geometry.

- HOMO (spin up / spin down): -0.2784 / -0.2787 Eh

ORCA input file:
```
! wB97M-V def2-TZVPD RIJCOSX def2/J DEFGRID3
* xyz 0 1
C -1.4646 1.0789 0.2831
C -0.3096 0.0885 0.3431
C -0.0109 -0.5242 1.5996
C 1.1538 0.5418 -0.0155
C 1.3019 -0.2446 -1.2933
C -0.0273 -0.8787 -0.8499
H -1.6628 1.5279 1.2659
H -2.3991 0.6116 -0.0516
H -1.1979 1.8831 -0.4047
H -0.3697 -0.0592 2.5274
H 0.3609 -1.5342 1.7186
H 1.9615 0.7996 0.6506
H 1.1586 0.3292 -2.2250
H 2.1655 -0.9068 -1.4709
H 0.1525 -1.8844 -0.4816
H -0.8128 -0.8286 -1.5958
*
```


# 2
Density functional theory data (wB97M-V/def2-TZVPD) for 2 unconnected molecules or ions with the total composition C6H10.

- HOMO: -0.3303 Eh

ORCA input file:
```
! wB97M-V def2-TZVPD RIJCOSX def2/J DEFGRID3
* xyz 0 1
C -1.2205 1.8307 -0.1368
C -0.5740 0.4815 -0.4251
C 0.7318 0.0851 0.3741
C 2.2695 -1.8604 -0.2962
C -0.1327 -0.9543 1.0441
C -1.2158 -0.6738 0.3168
H -1.3283 1.9811 0.9432
H -2.2307 1.8374 -0.5657
H -0.6659 2.6769 -0.5586
H -0.4826 0.3374 -1.5122
H 1.4935 -0.2890 -0.4067
H 1.2022 0.8642 0.9991
H 2.8957 -1.3288 -1.0348
H 1.3715 -2.2211 -0.8331
H 0.1118 -1.6918 1.7988
H -2.2256 -1.0751 0.2932
*
```


# 3
Density functional theory data (wB97M-V/def2-TZVPD) for C6H10 in the gas phase in a non-equilibrium geometry.

- HOMO: -0.3315 Eh
- Structure (SMILES): C=C(C)C(=C)C

ORCA input file:
```
! wB97M-V def2-TZVPD RIJCOSX def2/J DEFGRID3
* xyz 0 1
C 1.4732 0.6384 0.9202
C -0.0298 0.4836 0.6515
C -1.0493 0.5188 1.6158
C -0.6327 0.6712 -1.8102
C -0.2092 0.0277 -0.7043
C -0.1008 -1.4180 -0.8241
H 1.4793 1.2052 1.8879
H 2.0949 1.0094 0.2316
H 1.8313 -0.3881 1.1595
H -1.9967 0.1934 1.2816
H -1.0798 1.0040 2.5154
H -0.9592 0.0445 -2.5803
H -0.7066 1.7192 -1.9672
H 0.9332 -1.8239 -0.9527
H -0.5496 -2.0944 -1.6068
H -0.4983 -1.7909 0.1821
*
```


One value per record, in order, for DFT total energy: -234.452184, -234.382587, -234.510831 Eh.